The following is a DFT calculation (the ωB97M-V functional and the def2-TZVPD basis) of 9 unconnected molecules or ions with the total composition C44H93N8O2 in a non-equilibrium geometry.

XYZ file:
```
147
Properties=species:S:1:pos:R:3:forces:R:3:mulliken_charge:R:1
C 4.7730 4.8924 -2.2899 -0.2 0.1 0.0 3.4978
C 4.6994 6.3648 -2.7177 0.5 1.2 0.1 0.2970
O 3.5766 6.8252 -3.0925 1.0 -0.6 0.6 -0.6398
O 5.7954 7.0235 -2.6248 -1.3 -0.7 -0.2 -1.3124
H 5.4453 4.7833 -1.4375 0.0 0.0 0.1 -1.0196
H 5.1835 4.2850 -3.1007 -0.1 0.0 0.0 -0.8525
H 3.7817 4.5117 -2.0376 0.1 0.0 0.0 -1.4193
C 6.3057 5.4658 -5.7635 0.3 -0.4 -0.7 -0.8699
C 4.9053 5.0502 -6.2659 1.3 -0.2 1.6 -0.3649
N 4.2085 6.1473 -6.8568 -1.0 -0.3 -0.9 0.3489
C 2.7990 5.7892 -7.0336 -0.3 0.4 -0.1 -0.7567
C 2.0172 5.8062 -5.7279 -0.9 -0.9 0.0 -0.6900
C 4.8081 6.4748 -8.1398 0.7 1.2 0.5 -0.6664
C 4.8975 5.3834 -9.1782 0.2 -0.3 -0.5 -0.9522
H 6.3647 6.5341 -5.5833 -0.2 0.1 0.3 0.5275
H 7.0976 5.2190 -6.4893 -0.2 0.1 0.1 0.4458
H 6.5580 4.9197 -4.8543 0.0 0.2 0.1 -0.4631
H 5.0096 4.1651 -6.9121 -0.2 0.0 0.0 0.4100
H 4.3748 4.7309 -5.3708 -0.3 0.0 -0.1 -0.1351
H 2.3232 6.5148 -7.7159 0.3 0.0 0.2 0.4308
H 2.7054 4.8205 -7.5683 -0.1 0.0 0.4 0.3349
H 2.4008 5.1259 -4.9636 0.3 0.1 -0.2 0.0054
H 1.9283 6.7777 -5.2547 0.3 0.2 -0.1 0.1120
H 0.9912 5.4308 -5.9193 0.3 0.3 -0.1 0.4802
H 5.8270 6.8206 -7.9058 -0.1 -0.1 -0.2 0.3513
H 4.3085 7.3803 -8.4978 -0.1 -0.2 -0.3 0.4815
H 3.9252 5.0131 -9.5065 0.0 0.0 0.0 0.2535
H 5.4846 4.5433 -8.7985 -0.1 0.0 -0.1 0.1821
H 5.4395 5.7433 -10.0582 -0.1 0.1 0.0 0.4329
C 3.3237 1.6666 -2.0744 0.6 0.0 -0.9 -0.2820
C 2.3432 0.5167 -2.0314 -0.2 0.1 0.2 -0.6265
N 1.3603 0.6072 -3.1188 0.7 0.2 0.3 0.2517
C 0.2948 1.4900 -2.7318 -0.5 0.1 0.1 0.3669
C -0.7016 1.7654 -3.8227 -1.6 -0.7 -0.1 -1.3715
C 0.8872 -0.6850 -3.5015 -1.0 -0.3 0.0 -0.2199
C 1.8624 -1.4581 -4.3147 0.4 -2.0 -0.1 -1.3608
H 3.9765 1.5697 -2.9596 -0.2 -0.1 0.2 0.2758
H 3.9862 1.6985 -1.2120 -0.2 0.1 0.2 0.2094
H 2.8178 2.6212 -2.2087 0.0 0.0 0.3 -0.3324
H 2.8696 -0.4330 -2.1339 0.1 0.0 0.1 0.4700
H 1.8301 0.5211 -1.0444 0.1 -0.2 -0.3 0.1076
H -0.2642 1.0536 -1.8737 0.2 0.3 0.0 0.1478
H 0.7122 2.4487 -2.4376 0.1 0.0 0.4 -0.4048
H -0.3001 2.2582 -4.7010 0.1 0.2 0.0 0.2153
H -1.2160 0.8427 -4.1574 0.4 0.3 0.0 0.5260
H -1.5589 2.3042 -3.3940 0.5 0.4 -0.2 0.3185
H -0.0160 -0.5645 -4.1046 0.2 0.0 0.0 0.3179
H 0.5527 -1.3076 -2.6377 0.2 0.2 0.0 0.2117
H 2.6514 -1.9214 -3.7042 0.1 0.5 -0.1 0.3308
H 2.3034 -0.9226 -5.1462 0.0 0.3 0.0 0.2854
H 1.3395 -2.3473 -4.7124 0.1 0.3 -0.1 0.4339
C 6.0130 11.2213 -2.3771 -0.1 0.1 0.1 -1.7792
C 4.8765 10.5164 -1.6490 0.7 0.7 0.1 0.3025
N 3.6148 10.6210 -2.3394 0.7 0.4 -0.2 0.3216
C 3.1365 11.9764 -2.5490 -0.3 0.2 -0.3 -0.8501
C 2.8359 12.8075 -1.2954 0.1 0.4 -0.2 -1.0190
C 2.6677 9.7496 -1.7261 0.0 -0.5 0.5 0.5309
C 1.4139 9.6291 -2.4906 -1.8 -0.5 -0.1 -1.4517
H 6.9581 10.8913 -1.9457 0.1 0.1 -0.1 0.4396
H 5.9344 12.3070 -2.2598 0.1 0.0 -0.1 0.4134
H 5.9992 10.9870 -3.4408 0.0 -0.1 0.0 0.3383
H 5.1470 9.4653 -1.5540 -0.2 -0.1 0.0 -0.0504
H 4.8437 10.9665 -0.6269 -0.2 -0.4 -0.1 0.2437
H 2.2257 11.9007 -3.1518 0.1 0.1 0.1 0.4526
H 3.8300 12.5277 -3.1926 0.1 -0.2 0.2 0.4574
H 2.3858 13.7755 -1.5580 0.0 -0.2 -0.1 0.4102
H 3.7539 13.0575 -0.7574 -0.1 -0.2 0.2 0.2558
H 2.1277 12.2988 -0.6442 0.1 0.0 0.2 0.2509
H 3.0871 8.7436 -1.7479 0.3 0.0 0.4 -0.5153
H 2.4475 10.0548 -0.6867 0.1 -0.2 0.1 0.2016
H 1.5990 9.1585 -3.4550 0.0 0.3 -0.2 0.1739
H 0.7354 8.9396 -1.9649 0.1 0.1 0.0 0.3676
H 0.8593 10.5681 -2.5744 0.0 -0.1 -0.3 0.4991
C 6.9553 1.5893 1.9830 0.0 -0.6 0.1 -1.4042
C 7.2122 2.9985 1.5794 0.6 0.6 -0.3 0.0689
N 6.2162 3.8753 2.0861 -1.1 0.5 0.6 1.2690
C 5.9295 3.7217 3.5158 0.9 0.6 -0.4 -0.7312
C 7.1272 4.0000 4.4800 -1.0 -0.9 0.9 -1.5026
C 6.4374 5.2383 1.6537 -0.8 0.6 -0.4 -0.0347
C 5.1450 6.0866 1.6728 0.8 0.4 0.7 -0.7603
H 7.3144 1.3698 2.9876 0.1 -0.1 0.0 0.2738
H 7.4531 0.9392 1.2725 0.0 -0.4 0.0 0.4288
H 5.8755 1.4239 1.9708 0.1 -0.3 -0.2 0.1729
H 8.2133 3.3649 1.8708 0.1 -0.3 -0.2 0.5989
H 7.1254 3.0942 0.4990 0.3 -0.1 -0.3 -0.3214
H 5.1357 4.4335 3.7300 -0.2 -0.3 0.2 0.4834
H 5.5618 2.7051 3.6382 -0.1 0.1 0.3 0.5128
H 7.0577 3.2715 5.3125 0.0 0.2 -0.3 0.4148
H 8.1152 3.8478 4.0616 0.1 0.3 -0.3 0.2839
H 7.0315 4.9581 4.9888 0.3 0.2 -0.4 0.3476
H 6.7327 5.1882 0.5967 0.3 0.1 0.3 -0.6272
H 7.2460 5.7323 2.2184 -0.1 0.0 -0.2 0.2903
H 4.7900 6.2768 2.6965 0.0 -0.2 -0.2 0.4900
H 4.3438 5.6464 1.0881 0.0 -0.1 -0.1 -0.1404
H 5.3798 7.0722 1.2643 -0.1 -0.1 -0.1 0.2034
C 8.4617 3.9929 -2.6290 0.4 -0.5 -0.3 -0.6227
C 7.9241 2.6345 -3.1252 -0.7 0.3 0.4 -0.5636
N 8.7775 1.8729 -3.9955 0.6 -1.1 -0.6 0.2013
C 9.0278 2.4662 -5.2893 0.1 0.8 0.4 -0.3203
C 7.8533 2.3377 -6.1958 -1.0 -0.5 -0.6 -1.0888
C 9.9714 1.3790 -3.3603 0.7 0.4 1.3 -0.2974
C 9.6944 0.3523 -2.2551 -0.2 -0.2 -0.4 -1.1085
H 9.4529 3.8470 -2.1821 -0.1 0.1 0.0 0.6641
H 7.8344 4.4171 -1.8533 -0.3 0.1 0.0 -0.0549
H 8.5679 4.7214 -3.4374 -0.1 0.0 0.1 0.3485
H 7.6951 1.9975 -2.2669 0.0 0.1 0.1 0.3499
H 6.9567 2.7349 -3.6288 0.1 0.3 0.1 -0.4362
H 9.2730 3.5408 -5.1828 0.2 -0.2 -0.1 0.1726
H 9.8651 1.9618 -5.7604 0.3 0.0 0.1 0.4622
H 7.9028 3.0605 -7.0092 -0.1 0.0 -0.1 0.3106
H 7.7886 1.3298 -6.6194 0.1 0.1 0.0 0.4190
H 6.9101 2.4610 -5.6611 0.0 0.3 -0.1 0.0976
H 10.5312 2.2206 -2.8843 0.0 -0.3 -0.2 0.2150
H 10.6854 0.9400 -4.0602 -0.4 0.0 -0.3 0.4283
H 9.0598 -0.4550 -2.6420 0.0 0.2 0.1 0.3150
H 9.1916 0.8008 -1.3980 0.0 0.0 0.0 0.0883
H 10.6234 -0.1013 -1.9097 0.1 0.1 0.1 0.4323
N 8.0460 7.3122 -1.0058 0.2 -1.3 -1.1 0.6091
C 9.3382 6.8449 -0.9356 -0.9 0.5 -0.1 -0.6347
C 9.8815 7.3402 0.2199 0.8 -0.3 0.1 -0.6123
C 8.8864 8.1071 0.8552 0.1 0.0 0.6 -1.0578
C 7.7602 8.0192 0.0885 -0.4 1.1 0.2 -0.3764
H 7.3512 7.0770 -1.7347 -0.1 0.1 0.2 0.3972
H 9.7198 6.2572 -1.7413 0.3 -0.2 -0.1 0.5596
H 10.8829 7.1454 0.5837 -0.1 0.1 -0.1 0.4137
H 8.9872 8.6638 1.7644 0.0 0.1 0.3 0.4984
H 6.8098 8.5166 0.1756 -0.1 0.0 0.1 0.5509
N 1.1959 6.0567 -1.6371 1.7 1.0 0.7 1.7542
C 0.5755 6.2012 -0.4348 1.0 0.4 0.3 -0.8101
C -0.6181 5.5668 -0.4940 -0.8 -0.2 -0.2 -0.9264
C -0.7323 5.0624 -1.8183 -0.6 -0.3 0.2 -0.5071
C 0.4277 5.3845 -2.4777 -1.1 -1.1 -0.9 -0.3442
H 2.1334 6.3762 -1.8996 -0.1 0.2 -0.2 -0.4008
H 1.0738 6.7179 0.3635 0.0 0.1 0.2 0.5207
H -1.3248 5.4710 0.3145 -0.1 0.0 -0.1 0.4349
H -1.5828 4.5413 -2.2230 0.0 -0.1 -0.1 0.4917
H 0.7560 5.1097 -3.4634 0.0 0.2 -0.1 0.0674
N 3.4978 2.8507 1.3447 1.1 0.4 0.1 0.4336
C 3.0505 1.7599 2.0295 -0.3 -0.4 0.0 -0.2820
C 1.7079 1.6367 1.7892 -0.5 0.6 -0.7 -1.3170
C 1.3309 2.7331 0.9302 0.2 -1.0 0.3 -0.0305
C 2.4725 3.4508 0.7030 -0.6 0.1 -0.4 -0.3730
H 4.4609 3.2182 1.3028 -0.4 -0.3 0.5 -0.1952
H 3.6669 1.1082 2.6256 0.3 0.2 -0.1 0.4326
H 1.0414 0.8442 2.0906 0.1 0.0 0.2 0.3934
H 0.3786 2.8485 0.4440 -0.1 0.3 0.1 0.5597
H 2.6178 4.3216 0.0885 0.1 0.1 0.0 0.1077
```
Positions in Å, forces in eV/Å.

Calculated values
- frontier orbital gap (eV) = 8.1
- net charge = -1
- E_LUMO (eV) = 2.42
- highest occupied orbital energy (eV) = -5.6